DFT (ωB97M-V/def2-TZVPD) results for one molecule with the formula C25H32N4O4.

```
65
C25H32N4O4 ωB97M-V/def2-TZVPD
O 0.836 4.300 0.627
O 1.899 -0.646 2.045
O 2.477 0.366 -0.852
O -3.673 -2.420 0.442
N 0.422 1.050 1.936
N 3.634 -1.437 -0.090
N 3.125 -3.645 0.072
N -0.217 2.565 -0.378
C -2.728 -1.549 0.887
C -0.522 -0.662 0.483
C 2.419 -4.712 -0.253
C 1.391 -4.692 -1.181
C 4.159 0.926 1.961
C 0.403 2.053 -2.693
C -1.793 0.104 2.366
C 2.798 1.572 2.210
C -0.637 0.158 1.604
C 2.833 -2.489 -0.514
C 1.115 -3.491 -1.818
C -0.214 3.072 -1.733
C -2.045 1.773 -2.619
C 0.305 3.210 0.672
C -5.842 -1.315 0.692
C 1.847 -2.365 -1.494
C 3.403 -0.103 -0.221
C 4.443 0.765 0.462
C -4.935 -2.481 1.076
C -1.552 -1.506 0.134
C -2.836 -0.735 2.010
C -0.734 1.074 -3.028
C -1.649 3.206 -2.250
C 0.108 2.460 2.007
C 1.684 0.551 2.042
H 0.385 -0.634 -0.099
H -2.489 1.272 -1.756
H 0.704 2.958 2.773
H 1.676 -1.420 -1.981
H -5.369 -3.419 0.721
H -5.418 -0.367 1.015
H 4.175 -0.051 2.450
H 4.417 1.747 -0.014
H 2.754 1.952 3.235
H -1.649 3.840 -3.136
H 2.698 -5.624 0.259
H 0.834 -5.587 -1.408
H -5.965 -1.286 -0.387
H 1.257 1.555 -2.241
H -2.782 1.757 -3.421
H -1.471 -2.151 -0.727
H -0.733 0.832 -4.090
H 5.433 0.328 0.320
H -3.717 -0.750 2.631
H 0.739 2.571 -3.591
H 0.340 -3.434 -2.570
H -1.887 0.713 3.253
H 0.322 4.023 -1.709
H -4.820 -2.546 2.165
H -0.578 1.631 -0.258
H 4.319 -1.733 0.594
H -2.314 3.648 -1.509
H -6.817 -1.441 1.156
H -0.946 2.567 2.278
H 2.648 2.408 1.526
H 4.944 1.546 2.397
H -0.615 0.141 -2.479
```

The gap between HOMO and LUMO comes out at 0.3287 Eh. As for the calculated total energy: -1491.9070 a.u. As for the SMILES: CCOc1ccc(N(CC(=O)NC2CCCC2)C(=O)CCCC(=O)Nc2ccccn2)cc1. The lowest unoccupied orbital energy is 0.7 eV. Its strongest force on any atom is 0.65 eV/Å. The energy relative to the best compared isomer or geometry (same formula, charge and spin) is 0.4929 eV. The spin multiplicity is 1.